The following is a quantum chemistry calculation of C18H36CaGeNO8 as an isolated structure, from the OMol25 dataset.

The geometry in XYZ format:
```
65
Properties=species:S:1:pos:R:3:forces:R:3:mulliken_charge:R:1
Ca -0.17771 -0.06768 -0.54190 -0.1154 -0.3182 0.2464 2.66
O -1.88062 -1.87238 -0.98931 0.0411 -0.1288 -0.1238 -0.28
C -3.03888 -2.01631 -1.80066 0.0331 0.0226 0.1156 -0.79
C -2.73681 -2.14641 -3.29697 0.0124 0.0829 -0.1126 -0.85
N -2.01126 -1.00813 -3.85039 -0.0030 0.0427 0.0893 0.32
C -2.65352 0.21521 -3.91799 0.0196 -0.2830 -0.2267 -0.75
C -2.57470 1.06790 -2.43996 0.1244 0.2246 0.2269 0.55
O -3.64756 1.50186 -2.10614 -0.0098 -0.0481 -0.1002 -0.59
O -1.42034 1.09610 -1.99216 -0.4570 0.1809 -0.3733 -0.66
C -0.60578 -1.15959 -4.19191 -0.1678 -0.0741 -0.0465 -0.64
C 0.21577 -1.69377 -2.97453 -0.0456 0.1374 0.0094 0.55
O 0.02188 -2.88022 -2.66976 0.0125 -0.0579 -0.0028 -0.67
O 0.91227 -0.83723 -2.38306 0.0299 -0.2544 -0.2635 -0.68
H -1.25468 -2.57736 -1.24781 0.0610 0.0059 -0.0250 0.18
H -3.66900 -1.15065 -1.59931 -0.0061 0.0156 -0.0409 0.41
H -3.59681 -2.91128 -1.51078 -0.0059 0.0067 0.0163 0.43
H -3.69266 -2.22553 -3.82227 -0.0022 -0.0126 0.0094 0.45
H -2.14004 -3.03501 -3.48640 -0.0294 -0.0213 0.0296 0.44
H -3.71827 0.10001 -4.09822 -0.0072 0.0388 0.0387 0.29
H -2.16797 0.88956 -4.61994 -0.0187 0.0539 0.0447 0.43
H -0.23443 -0.20007 -4.53690 0.0604 -0.0075 0.0227 0.35
H -0.54446 -1.91398 -4.98204 0.0441 0.0448 -0.0348 0.38
C -1.27578 1.57551 3.69945 -0.0257 0.0733 0.1068 -1.91
C -1.76914 0.68989 2.56317 0.1245 0.0431 -0.1996 1.62
C -2.49041 -0.53278 3.11557 -0.0631 -0.0575 0.0545 -1.64
C -2.69039 1.48500 1.64377 -0.0927 0.0481 -0.0266 -1.40
O -0.68513 0.21897 1.76606 -0.0102 -0.1752 -0.0515 -0.24
Ge 1.17972 0.51494 1.99252 0.0779 0.1292 0.3093 -0.44
O 1.37907 -1.00689 0.87067 0.1535 0.0619 0.3289 0.00
C 2.16862 -2.16652 1.15322 -0.1715 0.1073 -0.2579 1.48
C 3.36620 -2.13933 0.21184 0.1173 -0.0671 -0.0095 -1.55
C 1.28407 -3.37271 0.85380 -0.0036 -0.0856 -0.0085 -1.59
C 2.63137 -2.20400 2.60273 0.0306 -0.0475 0.1135 -1.93
O 1.05096 1.54684 0.36239 0.4128 0.3633 0.3511 -0.13
C 1.85166 2.68033 0.00994 -0.2049 -0.2548 -0.0609 1.59
C 2.26591 2.48819 -1.44324 0.0907 0.0966 -0.1320 -1.59
C 0.97837 3.91880 0.16263 -0.0107 0.1096 0.0052 -1.57
C 3.08905 2.78897 0.89086 0.1006 0.0342 0.0327 -1.88
H -2.11879 1.92961 4.29649 -0.0021 -0.0092 -0.0125 0.46
H -0.74722 2.45008 3.31282 0.0031 -0.0109 -0.0281 0.35
H -0.59849 1.03125 4.35986 -0.0003 -0.0199 -0.0151 0.42
H -3.37978 -0.25127 3.68413 0.0117 0.0233 -0.0079 0.43
H -1.82665 -1.09994 3.77068 0.0165 0.0109 -0.0113 0.36
H -2.79491 -1.18371 2.29398 0.0037 0.0047 -0.0057 0.24
H -3.55721 1.87713 2.18051 0.0126 -0.0151 0.0123 0.49
H -3.06111 0.85357 0.83153 0.0110 -0.0154 0.0051 0.19
H -2.15190 2.32416 1.19910 0.0249 -0.0035 0.0141 0.19
H 3.02382 -2.05279 -0.81991 -0.0260 -0.0012 0.0049 0.22
H 3.96478 -3.04831 0.31119 -0.0088 0.0053 -0.0039 0.43
H 4.00634 -1.28335 0.43681 -0.0234 0.0177 0.0097 0.31
H 1.01448 -3.38647 -0.20523 -0.0044 0.0234 0.0067 0.29
H 0.37404 -3.31957 1.45542 0.0015 0.0027 0.0080 0.28
H 1.79596 -4.30993 1.08437 0.0158 0.0172 -0.0101 0.46
H 3.27295 -1.35541 2.84513 -0.0041 0.0176 -0.0326 0.44
H 3.20315 -3.11699 2.78091 -0.0083 0.0017 -0.0076 0.47
H 1.78301 -2.19791 3.29145 -0.0226 0.0098 -0.0299 0.39
H 1.38875 2.40605 -2.08921 -0.0381 -0.0005 0.0439 0.21
H 2.85553 1.57677 -1.55584 -0.0091 -0.0139 0.0374 0.30
H 2.86450 3.33380 -1.79130 -0.0088 -0.0155 -0.0037 0.50
H 0.06654 3.80789 -0.42647 0.0089 -0.0194 -0.0160 0.25
H 1.50049 4.81835 -0.17147 0.0107 -0.0088 0.0109 0.43
H 0.69514 4.05386 1.20868 0.0012 -0.0121 0.0027 0.30
H 3.69763 1.88423 0.82323 -0.0242 -0.0182 -0.0146 0.34
H 2.82309 2.94496 1.93723 -0.0201 0.0007 -0.0010 0.42
H 3.70346 3.63267 0.56983 -0.0171 -0.0010 -0.0101 0.47
```
Forces are in eV/Å.

HOMO level (spin up / spin down) ... -7.96 / -7.96 eV
Multiplicity ... 2

=====

The following is a quantum chemistry calculation of a 6-piece molecular cluster, C27H35ClF15N2O12PS overall in a non-equilibrium geometry, from the OMol25 dataset.

The geometry in XYZ format:
```
94
Properties=species:S:1:pos:R:3:forces:R:3:mulliken_charge:R:1
C 4.70422 1.87846 -0.42786 -0.3883 -0.5802 0.5299 -1.41
C 3.79368 0.64667 -0.61510 0.7508 0.4436 -0.1695 0.50
Cl 4.59149 -0.47950 -1.80655 -0.2657 0.1350 0.2701 -0.21
C 2.38462 1.02132 -1.12638 0.3454 0.6046 0.1911 -1.65
C 1.25063 0.79623 -0.10431 0.2009 0.7934 1.4235 1.02
C 1.62553 1.52575 1.16080 -0.0579 -0.8369 -1.2209 -0.18
N 2.02475 2.11253 2.06330 -0.3267 0.1525 0.0035 -0.48
C 0.92874 -0.70628 0.20774 0.3276 0.0589 0.5385 0.12
S 0.73698 -1.77847 -1.26420 -0.2410 -0.0038 0.2646 0.04
C 1.85817 -1.29502 1.22846 -0.1053 0.4284 -1.3737 -0.18
N 2.71475 -1.75134 1.83973 -0.1000 -0.1310 0.3971 -0.46
P -0.34850 1.49491 -0.88234 -1.5144 -0.7464 -2.6171 0.17
O -0.09709 3.13086 -1.15375 0.3601 -1.2892 1.3364 -0.38
O -1.62044 1.29711 0.17041 1.7365 0.9414 0.2777 -0.44
H 5.66846 1.54467 -0.03144 -0.0538 0.1309 -0.3314 0.42
H 4.25575 2.49206 0.36749 0.0309 0.0646 -0.3430 0.29
H 4.82330 2.44826 -1.35204 0.0216 -0.0744 0.1372 0.38
H 3.80193 0.11200 0.33666 -0.2893 -0.0980 -0.2704 0.20
H 2.19876 0.54432 -2.09080 -0.3035 -0.0288 0.2842 0.79
H 2.40937 2.10270 -1.34050 0.0450 -0.2672 -0.0366 0.22
H -0.07290 -0.71006 0.66126 0.1302 -0.2026 -0.1726 0.52
H 1.80810 -1.50228 -2.05107 -0.0546 0.1282 0.6931 0.14
H 0.83146 3.34549 -0.99102 -0.0569 0.4447 0.1312 0.30
H -1.52865 1.81627 0.98590 -0.2248 -0.0309 0.1601 0.32
C 0.08333 -7.56828 -2.62067 -0.1433 0.3637 -0.2064 -1.02
C -0.92976 -7.07115 -3.62959 -0.0457 -0.6665 0.2789 -0.45
O -0.81262 -5.64510 -3.78036 -0.0976 0.3824 -0.2166 -0.30
C 0.14390 -5.22200 -4.59854 -0.3472 -0.7776 0.2742 0.34
O 0.89090 -5.91230 -5.22163 0.2466 0.2179 -0.2243 -0.51
C 0.13510 -3.69419 -4.64564 0.1239 0.7555 -0.1038 0.87
F 0.02027 -3.17773 -3.41126 -0.0906 -0.2185 -0.1874 -0.27
F -0.88594 -3.23538 -5.37430 -0.1639 -0.1863 -0.0006 -0.25
F 1.25255 -3.20984 -5.17808 0.1402 -0.2027 -0.0066 -0.26
H -0.03497 -7.02105 -1.68426 -0.0774 -0.0890 0.0338 0.29
H -0.04628 -8.63050 -2.42885 -0.0752 -0.0104 -0.0442 0.44
H 1.09813 -7.40076 -2.97044 -0.0210 -0.0409 -0.1441 0.37
H -1.94105 -7.25699 -3.27179 -0.0278 0.2768 -0.0145 0.35
H -0.82774 -7.57115 -4.59252 0.1390 0.1993 -0.0629 0.34
C -2.83586 4.75582 -1.52244 0.4605 0.6248 0.0372 -0.83
C -3.84194 5.55610 -2.33212 -0.0136 -0.5984 0.2281 -0.21
O -3.52659 6.96093 -2.29626 0.0266 0.3586 -0.1118 -0.36
C -2.58898 7.36762 -3.14414 -0.4293 -0.7215 0.2292 0.35
O -1.99499 6.67561 -3.91418 0.2649 0.2069 -0.2100 -0.50
C -2.40114 8.88143 -3.02179 0.2014 0.7154 0.0785 0.86
F -2.34941 9.27316 -1.74454 -0.0216 -0.1272 0.1105 -0.25
F -3.41745 9.53121 -3.60221 -0.1561 -0.1294 -0.0760 -0.25
F -1.27803 9.28055 -3.61026 0.0770 -0.1839 -0.0982 -0.24
H -2.77474 5.14480 -0.50349 -0.1108 -0.0076 0.0008 0.31
H -3.11032 3.71471 -1.47977 0.1128 -0.1080 0.0362 0.24
H -1.83704 4.82712 -1.94965 -0.0597 0.0052 -0.0974 0.34
H -4.83430 5.46122 -1.90139 0.0071 0.3460 0.0620 0.20
H -3.90400 5.20670 -3.36206 0.1675 0.1568 -0.0433 0.37
C -6.48121 -1.45514 -0.19240 0.2712 0.1893 0.0382 -1.10
C -7.47823 -0.64516 -0.99361 -0.1659 -0.6652 0.1240 -0.21
O -7.17605 0.75973 -0.92495 0.0126 0.4010 -0.0882 -0.32
C -6.23140 1.18925 -1.75459 -0.4172 -0.7408 0.1984 0.19
O -5.62388 0.51768 -2.53048 0.2718 0.2296 -0.2113 -0.51
C -6.05567 2.70094 -1.60098 0.0861 0.8397 0.1425 1.09
F -6.02050 3.07853 -0.31883 0.0428 -0.1998 0.1462 -0.27
F -7.06453 3.36590 -2.17518 -0.1503 -0.1881 -0.1593 -0.27
F -4.92462 3.12405 -2.16761 -0.4693 -0.7183 -0.2588 -0.25
H -6.43475 -1.09370 0.83580 -0.1145 -0.0555 0.0097 0.30
H -6.76430 -2.50732 -0.18392 -0.0407 0.0227 -0.0155 0.37
H -5.47836 -1.37023 -0.61144 -0.0477 -0.0585 -0.0836 0.31
H -8.47599 -0.75793 -0.57374 0.0104 0.2603 0.0375 0.32
H -7.52187 -0.97354 -2.03171 0.1485 0.1660 -0.0380 0.32
C 3.27040 3.03598 4.82131 0.2300 -0.0953 0.5112 -0.82
C 3.18940 4.52233 5.09122 0.0063 -0.2316 -0.6404 -0.25
O 2.88262 4.78622 6.47310 -0.0295 0.2088 0.3222 -0.32
C 3.90996 4.74269 7.31426 -0.1743 -0.0859 -0.8431 0.35
O 5.04213 4.50373 7.02251 0.2402 0.0171 0.3099 -0.50
C 3.43689 5.08820 8.72804 -0.1831 0.0528 0.7266 0.90
F 2.30227 4.45399 9.04027 -0.0637 -0.0898 -0.1290 -0.25
F 3.20823 6.40276 8.84013 0.0234 0.1148 -0.1870 -0.25
F 4.34620 4.75750 9.63876 0.1756 -0.0625 -0.1214 -0.24
H 2.35278 2.53918 5.13841 -0.0604 0.0469 -0.1418 0.27
H 3.42146 2.84923 3.76532 -0.0300 0.0453 -0.0206 0.16
H 4.09256 2.58095 5.37565 0.0449 0.0924 -0.0165 0.36
H 2.37700 4.96175 4.51473 -0.1041 0.0659 0.2333 0.31
H 4.10735 5.03430 4.80264 0.0590 -0.0195 0.2251 0.32
C 3.40467 -5.60890 2.94349 -0.0424 -0.3124 0.0891 -1.19
C 3.02897 -5.45545 1.48553 0.1422 0.6099 0.3505 -0.09
O 3.08436 -6.72196 0.79925 -0.1117 -0.3249 -0.2667 -0.32
C 2.02225 -7.50644 0.93855 0.3493 0.8070 0.2485 0.36
O 1.04644 -7.25579 1.57900 -0.3062 -0.2958 -0.0316 -0.51
C 2.20467 -8.78026 0.10905 0.1756 -0.7405 -0.2563 0.84
F 3.42377 -9.30601 0.25384 0.1095 0.1555 0.0937 -0.25
F 2.02979 -8.51290 -1.19329 0.3133 0.0104 0.2544 -0.22
F 1.32652 -9.71925 0.44797 -0.1956 0.1520 0.1338 -0.25
H 4.38164 -6.08503 3.03767 0.0425 0.1057 -0.0425 0.31
H 3.43775 -4.63529 3.43140 -0.0017 0.0265 -0.0782 0.38
H 2.68625 -6.23652 3.47126 -0.0655 0.0767 -0.0197 0.32
H 3.74478 -4.80957 0.98085 0.0315 -0.1909 -0.1449 0.31
H 2.04420 -5.00376 1.36906 -0.0664 -0.1994 -0.0247 0.28
```
Forces are in eV/Å.

HOMO level ... -9.47 eV
SMILES ... C[C@H](Cl)C[C@](C#N)([C@@H](S)C#N)P(O)O.CCOC(=O)C(F)(F)F.CCOC(=O)C(F)(F)F.CCOC(=O)C(F)(F)F.CCOC(=O)C(F)(F)F.CCOC(=O)C(F)(F)F

=====

- Number 2 is which compound?
  C27H35ClF15N2O12PS